# 1
The following is a quantum chemistry calculation of a molecular structure, C9H16HgNS4Se at a distorted geometry, from OMol25.

Geometry (Å):
1 H 1.477 0.305 1.210
2 H 3.140 1.913 0.060
3 H -2.064 -1.547 -0.495
4 H 1.102 2.829 0.714
5 C 2.426 1.913 -0.743
6 H 1.589 3.873 -0.727
7 C 1.412 -1.800 0.763
8 H -2.508 1.651 1.296
9 C -1.457 3.038 -0.071
10 H 2.020 -2.422 1.424
11 C -2.312 -0.665 0.121
12 C -2.577 2.055 0.288
13 H 2.899 2.300 -1.677
14 C 2.023 -0.410 0.590
15 H 1.464 -2.381 -0.180
16 H -0.396 0.201 0.437
17 Hg -0.433 -2.596 -2.244
18 S -0.295 2.265 -1.219
19 H -1.421 -0.073 1.971
20 Se 0.211 -5.199 -0.646
21 C 0.373 -6.901 -1.263
22 C 1.261 2.853 -0.416
23 H -3.581 2.582 0.264
24 S 2.038 0.203 -1.105
25 H 3.112 -0.546 0.843
26 S -0.216 -1.987 1.393
27 C -1.111 -0.478 1.003
28 H -0.929 3.370 0.861
29 N 0.538 -8.059 -1.541
30 S -2.718 0.716 -0.915
31 H -3.251 -0.913 0.660
32 H -1.818 3.911 -0.655

Results
Total charge   0
Gap between HOMO and LUMO (spin up / spin down)   0.3086 / 0.1858 Eh
Highest occupied orbital energy (spin up / spin down)   -8.104 / -8.110 eV
Spin multiplicity   2
LUMO energy (spin up / spin down)   0.3 / -3.1 eV

Atom charges from the natural (NBO) analysis, given in e for atoms 1 to 6:
1. H 0.221
2. H 0.225
3. H 0.229
4. H 0.203
5. C -0.560
6. H 0.222

***

# 2
The following is a quantum chemistry calculation of a molecular structure, C35H46CdFO2Se, from OMol25.

Geometry (Å):
1 C -3.286 -2.599 -2.898
2 C 0.804 -1.690 0.713
3 C -3.614 0.426 -0.927
4 H -1.282 3.064 -1.193
5 H -0.208 -4.037 -2.557
6 H -3.728 4.319 1.319
7 H 3.365 -4.732 -1.562
8 H -4.060 4.310 -1.075
9 H 0.897 -5.181 -3.330
10 C -3.652 3.227 1.336
11 O -1.426 1.251 1.847
12 C 3.240 -4.184 -2.498
13 H 0.812 -5.097 -1.565
14 H 0.635 0.315 5.894
15 H -3.002 2.932 2.156
16 H 3.009 0.840 5.406
17 H -2.688 -3.280 -2.290
18 H 5.408 -0.889 -0.928
19 C -3.518 -0.964 -1.009
20 Cd 0.056 0.436 3.181
21 H -5.014 2.824 -0.994
22 H 2.899 2.073 0.972
23 C 3.884 0.493 -0.163
24 Se -0.699 -1.821 1.925
25 C 0.817 -2.579 -0.350
26 H -2.603 -1.924 -3.419
27 H 0.809 -2.099 -3.817
28 C -3.074 2.728 0.001
29 H -3.824 -3.193 -3.643
30 H -4.647 2.811 1.510
31 H -1.004 3.056 0.557
32 H 3.298 -4.892 -3.330
33 H 4.651 2.264 0.792
34 C 0.310 1.133 5.253
35 C -2.073 0.568 0.954
36 C 2.751 -1.491 -1.154
37 C 1.996 4.457 4.547
38 H -4.644 -3.442 -0.640
39 C 3.847 1.539 0.959
40 H -5.945 -2.252 -0.712
41 C 5.257 -0.196 -0.098
42 H 1.734 5.480 4.308
43 C 3.701 2.805 4.931
44 H -0.022 3.775 4.723
45 C 3.761 1.265 -1.488
46 H -0.625 1.541 5.633
47 C 1.024 3.500 4.786
48 C 1.354 2.168 5.088
49 C -4.003 3.220 -1.112
50 H -1.775 4.458 -0.208
51 H -2.528 -2.655 -0.117
52 H 4.525 2.046 -1.543
53 C 2.776 -0.578 -0.111
54 C 0.776 -4.503 -2.481
55 C -1.692 3.367 -0.226
56 H 3.879 0.618 -2.359
57 C -5.133 -0.944 -2.968
58 H 6.055 0.552 -0.128
59 C 1.787 -0.682 0.921
60 C 3.324 4.092 4.616
61 H 2.564 -1.931 -3.921
62 C 1.888 -3.452 -2.508
63 H 3.983 1.085 1.937
64 H 5.345 -0.760 0.833
65 H -4.250 0.931 -1.639
66 H -5.732 -3.415 -2.038
67 C 1.751 -2.652 -3.812
68 O 1.786 0.074 1.969
69 H -5.880 -0.376 -2.409
70 C -2.670 -1.580 -0.102
71 C -4.277 -1.802 -2.034
72 H 0.026 -3.316 -0.409
73 H -5.658 -1.588 -3.677
74 H -3.628 2.939 -2.099
75 F 4.283 5.027 4.370
76 C -2.937 1.201 0.003
77 H 4.069 -3.481 -2.588
78 H 2.779 1.737 -1.548
79 H 3.519 -1.397 -1.914
80 C 1.808 -2.507 -1.312
81 C 2.719 1.857 5.171
82 C -1.965 -0.842 0.832
83 H -4.516 -0.245 -3.536
84 H 4.753 2.554 4.985
85 H 1.769 -3.319 -4.679
86 C -5.206 -2.789 -1.309

Results
Total charge   -1
Gap between HOMO and LUMO   0.2582 Eh
Highest occupied orbital energy   -4.522 eV
LUMO energy   2.5 eV

Atom charges from the Löwdin analysis, given in e for atoms 1 to 6:
1. C -0.054
2. C -0.411
3. C 0.011
4. H 0.087
5. H 0.071
6. H 0.077